This record from OMol25 describes C14H28Br10O4Sr4 as an isolated structure in a non-equilibrium geometry. The level of theory is wB97M-V/def2-TZVPD.

Summary:
strongest force on any atom: 3.70 eV Å⁻¹
charge: +3
2S+1: 2
gap between HOMO and LUMO (alpha / beta): 4.5 / 3.6 eV

Atoms and positions in Å:
Sr  2.845  3.482  -3.964
Sr  1.601  2.457  3.035
Sr  3.751  1.454  -0.340
Sr  1.052  4.415  -0.569
O  1.603  2.103  -1.688
C  0.482  1.359  -1.243
C  0.143  1.330  0.316
O  0.054  2.498  1.097
H  0.684  0.336  -1.560
H  -0.435  1.742  -1.691
H  0.977  0.793  0.769
H  -0.733  0.690  0.409
O  3.804  -1.099  -0.367
C  3.189  -1.680  0.804
C  3.333  -0.797  2.153
O  3.305  0.654  2.190
H  3.366  -2.739  0.988
H  2.145  -1.616  0.498
H  4.245  -1.136  2.644
H  2.489  -1.147  2.749
Br  -1.072  3.074  4.270
C  -2.900  2.640  3.798
C  -3.283  3.382  2.461
Br  -5.272  3.152  2.107
H  -3.663  3.036  4.468
H  -3.111  1.575  3.897
H  -2.731  2.928  1.637
H  -3.061  4.449  2.462
Br  2.634  -3.768  -4.151
C  3.737  -2.183  -3.950
C  2.957  -0.871  -3.945
Br  4.284  0.603  -3.932
H  4.432  -2.219  -4.789
H  4.274  -2.236  -3.002
H  2.326  -0.803  -3.058
H  2.274  -0.817  -4.792
Br  0.198  0.038  4.279
C  -0.443  -1.221  2.859
C  -1.890  -0.880  2.525
Br  -3.177  -1.657  3.855
H  -0.343  -2.236  3.241
H  0.206  -1.211  1.983
H  -2.260  -1.210  1.554
H  -1.925  0.180  2.275
Br  -1.261  -2.001  -2.042
C  0.364  -3.117  -1.522
C  0.155  -3.691  -0.074
Br  -0.970  -5.290  -0.007
H  1.198  -2.415  -1.513
H  0.558  -3.851  -2.305
H  -0.334  -3.030  0.642
H  1.120  -3.934  0.369
Br  -4.601  0.314  0.068
C  -3.690  1.459  -1.302
C  -4.038  1.171  -2.722
Br  -2.990  2.371  -3.888
H  -2.683  1.177  -0.993
H  -3.927  2.495  -1.063
H  -5.094  1.365  -2.908
H  -3.898  0.132  -3.021

This record from OMol25 describes C14H28Cl2O2PtSi as an isolated structure in a non-equilibrium geometry. The level of theory is wB97M-V/def2-TZVPD.

Summary:
strongest force on any atom: 5.47 eV Å⁻¹
charge: -2
2S+1: 5
gap between HOMO and LUMO (alpha / beta): 2.6 / 4.2 eV

Atoms and positions in Å:
C  0.643  -1.688  -2.679
C  -0.497  -2.479  -2.454
C  -0.390  -3.100  -1.159
C  -1.611  -2.731  -3.377
C  0.810  -2.677  -0.564
C  1.483  -1.812  -1.508
C  2.766  -1.282  -1.317
C  1.025  -0.963  -3.902
C  -1.327  -4.090  -0.577
C  1.378  -3.108  0.727
Pt  -1.227  1.168  1.044
Cl  -1.959  -0.659  0.051
Cl  -2.146  2.618  -0.478
O  0.295  0.230  1.890
H  -1.278  -2.634  -4.416
H  -2.466  -2.055  -3.220
H  -1.970  -3.754  -3.232
H  -2.073  -3.663  0.109
H  -0.797  -4.891  -0.041
H  -1.886  -4.554  -1.397
H  0.883  -4.011  1.124
H  1.310  -2.338  1.494
H  2.442  -3.345  0.647
H  3.338  -1.609  -0.446
H  2.516  0.270  -1.014
H  3.365  -1.150  -2.207
H  0.325  -1.141  -4.720
H  2.014  -1.300  -4.251
H  1.103  0.121  -3.733
H  -0.156  -0.534  2.185
O  3.081  1.129  -1.083
H  2.550  1.504  -0.326
C  -2.588  4.448  2.705
Si  -2.129  2.688  3.295
C  -0.255  2.769  3.540
C  -3.457  2.363  4.639
C  -2.503  0.999  2.518
H  -2.994  4.966  3.594
H  -3.319  4.496  1.901
H  -1.699  5.012  2.398
H  0.023  3.828  3.504
H  0.128  2.385  4.478
H  0.323  2.275  2.734
H  -4.305  1.773  4.239
H  -3.087  1.840  5.529
H  -3.868  3.333  4.944
H  -2.146  0.062  2.980
H  -3.415  0.827  1.906

This record from OMol25 describes C14H28GaO5 as an isolated structure in a non-equilibrium geometry. The level of theory is wB97M-V/def2-TZVPD.

Summary:
strongest force on any atom: 8.56 eV Å⁻¹
charge: -1
2S+1: 1
gap between HOMO and LUMO: 6.6 eV

Atoms and positions in Å:
C  4.250  -1.817  0.986
C  4.321  -1.598  -0.671
O  3.397  -2.265  -1.375
O  5.379  -0.733  -1.214
C  4.868  0.226  -2.205
C  4.875  1.799  -1.701
C  4.436  2.013  -0.136
C  3.072  2.950  0.055
C  1.910  2.213  0.947
C  1.341  0.808  0.319
C  0.241  0.981  -0.885
C  -0.987  -0.141  -0.718
Ga  -2.685  0.632  -1.667
H  4.554  -0.822  1.566
H  4.990  -2.655  1.361
H  3.134  -2.046  1.317
H  5.628  0.186  -3.125
H  3.814  -0.025  -2.647
H  5.993  2.200  -1.791
H  4.228  2.438  -2.447
H  4.200  0.988  0.380
H  5.312  2.533  0.483
H  3.429  3.899  0.684
H  2.679  3.396  -0.971
H  0.994  2.925  1.102
H  2.415  1.937  1.989
H  2.179  0.079  -0.049
H  0.775  0.251  1.207
H  -0.212  2.056  -0.990
H  0.774  0.687  -1.910
H  -0.690  -1.186  -1.197
H  -1.178  -0.352  0.421
H  -4.006  0.551  -0.738
H  -2.322  2.174  -2.001
H  -3.023  -0.228  -2.985
C  -7.507  -1.634  0.709
C  -6.120  -2.150  1.030
C  -5.853  -2.283  2.498
O  -4.443  -2.162  2.561
C  -4.077  -1.391  1.492
O  -2.967  -0.915  1.332
O  -5.125  -1.222  0.629
H  -7.704  -0.683  1.218
H  -7.604  -1.439  -0.364
H  -8.274  -2.355  1.007
H  -5.936  -3.091  0.497
H  -6.179  -3.247  2.898
H  -6.294  -1.478  3.097

This record from OMol25 describes a 2-piece molecular cluster, C14H28N2O4 overall in a non-equilibrium geometry. The level of theory is wB97M-V/def2-TZVPD.

Summary:
strongest force on any atom: 18.82 eV Å⁻¹
charge: 0
2S+1: 1
gap between HOMO and LUMO: 8.1 eV
ΔE to the lowest compared entry with this formula, charge and spin: 419.7 kcal per mole

Atoms and positions in Å:
C  6.539  0.784  -0.990
H  7.654  1.159  -0.999
H  5.970  1.714  -1.242
H  6.478  0.100  -1.969
C  6.161  -0.184  0.036
C  7.104  -1.196  0.493
H  7.090  -1.915  -0.240
H  8.126  -0.661  0.461
H  6.830  -1.648  1.232
O  4.913  -0.692  0.085
C  3.698  0.405  0.182
C  2.405  -0.567  0.195
H  2.635  -1.472  1.072
H  2.467  -1.231  -0.534
C  1.233  0.169  0.272
N  -0.006  -0.668  0.619
C  -0.875  -0.835  -0.365
O  -1.015  -0.047  -1.348
C  -1.908  -1.554  -0.090
O  -1.951  -2.309  1.088
N  -3.058  -1.674  -1.005
H  -3.057  -0.871  -1.486
C  -4.309  -2.131  -0.592
C  -5.408  -1.113  -0.175
C  -4.978  -0.161  0.647
O  -3.703  0.434  0.767
C  -3.866  1.576  0.343
C  -2.659  2.654  0.950
H  -2.825  3.518  0.872
H  -2.673  2.311  2.131
H  -1.758  2.197  0.536
C  -3.850  1.882  -1.303
H  -4.655  1.498  -1.635
H  -2.935  1.309  -1.575
H  -3.830  2.896  -1.434
H  -4.779  2.395  0.756
H  -5.788  0.339  0.970
H  -4.810  -0.996  1.995
H  -5.468  -0.470  -1.203
H  -6.424  -1.512  -0.067
H  -4.101  -2.980  0.376
H  -4.761  -2.767  -1.272
H  -0.138  -1.323  1.299
H  1.253  0.700  1.303
H  1.019  0.863  -0.568
H  3.833  0.764  -0.753
H  3.930  0.769  1.075
H  6.253  0.539  1.089

This record from OMol25 describes C14H28N4OP2Tl as an isolated structure in a non-equilibrium geometry. The level of theory is wB97M-V/def2-TZVPD.

Summary:
strongest force on any atom: 8.57 eV Å⁻¹
charge: +2
2S+1: 2
gap between HOMO and LUMO (alpha / beta): 8.3 / 5.4 eV
ΔE to the lowest compared entry with this formula, charge and spin: 119.7 kcal per mole

Atoms and positions in Å:
Tl  0.361  0.140  -0.060
P  1.168  2.153  0.162
P  2.027  -1.254  0.368
N  -1.188  1.021  -0.834
N  -0.513  -1.451  -0.810
H  -3.073  0.534  -1.721
H  -2.497  -2.040  -1.333
H  -2.790  -0.024  -0.034
C  -2.324  0.109  -1.027
H  -1.607  -1.174  -2.617
C  -1.758  -1.234  -1.517
H  -2.078  2.672  -1.731
H  -0.470  -3.530  -1.100
C  -1.197  2.252  -1.214
C  0.072  -2.654  -0.703
H  -0.330  4.086  -0.486
C  -0.009  3.129  -0.939
H  0.509  3.370  -1.883
H  3.238  -0.992  -0.339
H  2.591  -1.421  1.669
H  2.446  2.505  -0.327
H  1.149  2.979  1.334
O  1.387  0.625  -1.695
C  1.031  0.250  -3.002
C  1.375  1.405  -3.958
C  1.764  -1.037  -3.412
H  -0.065  0.065  -3.088
H  0.769  2.302  -3.733
H  2.441  1.674  -3.845
H  1.192  1.128  -5.012
H  1.568  -1.838  -2.681
H  1.452  -1.385  -4.415
H  2.854  -0.852  -3.430
C  1.324  -2.814  -0.125
H  1.799  -3.791  -0.008
C  0.371  0.722  5.412
C  -0.220  0.233  4.130
C  -1.332  -0.555  3.986
C  -1.430  -0.784  2.623
N  -0.430  -0.119  1.978
N  0.294  0.479  2.917
C  -2.463  -1.688  2.042
H  -0.361  1.354  5.953
H  0.649  -0.147  6.046
H  1.288  1.318  5.213
H  -1.963  -0.949  4.771
H  1.156  1.037  2.741
H  -2.393  -2.680  2.535
H  -3.474  -1.265  2.223
H  -2.310  -1.863  0.974

This record from OMol25 describes one molecule with the formula C14H29BN2O3 in a non-equilibrium geometry. The level of theory is wB97M-V/def2-TZVPD.

Summary:
strongest force on any atom: 4.42 eV Å⁻¹
charge: 0
2S+1: 1
gap between HOMO and LUMO: 9.6 eV

Atoms and positions in Å:
C  2.075  -2.319  2.771
C  3.430  -1.732  2.413
O  4.053  -2.354  1.287
C  3.948  -1.686  0.102
O  4.854  -1.583  -0.603
C  2.575  -1.137  -0.257
C  2.475  -0.664  -1.707
C  0.976  -0.257  -1.977
B  0.740  1.295  -1.756
C  0.332  2.160  -3.033
N  -1.158  2.136  -3.089
C  0.908  2.063  -0.375
C  0.306  1.381  0.874
C  -1.158  1.810  1.178
C  -2.034  0.629  1.662
N  -2.857  -0.024  0.672
C  -2.273  -0.964  -0.248
C  -4.152  0.404  0.498
C  -5.194  -0.662  0.159
O  -4.485  1.535  0.643
H  1.802  -2.061  3.791
H  2.067  -3.402  2.691
H  1.278  -1.930  2.142
H  3.364  -0.652  2.325
H  4.073  -1.913  3.268
H  2.403  -0.269  0.370
H  1.823  -1.905  -0.100
H  3.046  0.259  -1.778
H  2.802  -1.407  -2.420
H  0.351  -0.902  -1.362
H  0.785  -0.485  -3.026
H  0.703  1.637  -3.912
H  0.742  3.170  -3.005
H  -1.542  2.089  -2.149
H  -1.449  1.313  -3.599
H  0.417  3.030  -0.488
H  1.978  2.241  -0.233
H  0.354  0.294  0.849
H  0.906  1.684  1.734
H  -1.143  2.518  1.999
H  -1.569  2.268  0.283
H  -2.663  0.952  2.484
H  -1.363  -0.115  2.094
H  -1.989  -0.527  -1.208
H  -1.353  -1.354  0.186
H  -2.898  -1.835  -0.420
H  -6.117  -0.455  0.684
H  -5.345  -0.652  -0.917
H  -4.827  -1.623  0.504

This record from OMol25 describes a 4-piece molecular cluster, C14H29BrNO3 overall in a non-equilibrium geometry. The level of theory is wB97M-V/def2-TZVPD.

Summary:
strongest force on any atom: 4.96 eV Å⁻¹
charge: +1
2S+1: 1
gap between HOMO and LUMO: 7.5 eV

Atoms and positions in Å:
C  5.016  0.726  -2.136
C  4.391  -0.630  -1.491
C  3.076  -1.151  -2.275
Br  2.761  -3.118  -2.029
C  1.768  -0.277  -2.016
C  1.801  1.106  -1.322
C  0.480  1.932  -1.141
C  -0.824  1.276  -1.696
C  -0.766  -0.129  -2.337
N  0.499  -0.841  -2.473
H  6.155  0.593  -2.208
H  4.571  0.815  -3.188
H  4.801  1.666  -1.525
H  4.260  -0.580  -0.356
H  5.192  -1.445  -1.676
H  3.328  -1.034  -3.399
H  2.754  1.578  -0.922
H  0.549  2.960  -0.656
H  -1.785  1.879  -1.599
H  -1.725  -0.619  -2.710
H  0.430  -1.771  -2.925
C  0.100  -5.900  1.185
C  -0.128  -5.827  -0.312
O  -1.051  -4.787  -0.617
H  -0.842  -6.083  1.708
H  0.803  -6.698  1.434
H  0.495  -4.952  1.563
H  -0.543  -6.767  -0.681
H  0.810  -5.632  -0.842
H  -0.672  -3.958  -0.294
C  -1.008  2.204  3.385
C  0.387  2.623  2.969
O  0.337  3.860  2.267
H  -1.656  2.101  2.511
H  -0.986  1.251  3.921
H  -1.463  2.960  4.031
H  0.830  1.875  2.306
H  1.038  2.739  3.841
H  -0.048  4.517  2.863
C  -4.865  2.418  0.101
C  -4.883  2.351  1.615
O  -4.038  3.357  2.162
H  -3.847  2.285  -0.277
H  -5.506  1.645  -0.332
H  -5.209  3.396  -0.247
H  -4.518  1.380  1.959
H  -5.896  2.495  2.001
H  -4.372  4.213  1.861

This record from OMol25 describes C14H29ClF3N2O4PV as an isolated structure in a non-equilibrium geometry. The level of theory is wB97M-V/def2-TZVPD.

Summary:
strongest force on any atom: 1.94 eV Å⁻¹
charge: +1
2S+1: 1
gap between HOMO and LUMO: 2.7 eV

Atoms and positions in Å:
C  -3.715  1.638  -2.848
C  -2.320  1.047  -2.934
N  -1.759  0.947  -1.593
N  -0.331  0.974  -1.560
C  0.286  -0.166  -0.840
C  -0.276  -1.511  -1.345
C  0.767  -2.629  -1.503
C  0.474  -3.872  -0.664
O  1.674  -4.503  -0.235
C  0.292  0.091  0.682
O  1.563  -0.128  1.260
C  2.145  -1.413  1.141
C  3.025  -1.669  2.362
F  4.041  -2.519  1.999
F  3.570  -0.515  2.852
F  2.318  -2.269  3.367
C  -0.817  -0.623  1.487
Cl  -0.417  -0.604  3.231
C  -2.238  -0.127  1.270
C  -3.253  -0.778  2.222
P  0.161  1.958  0.839
C  0.318  2.430  2.569
C  1.628  2.665  0.046
H  -4.291  1.378  -3.721
H  -4.239  1.266  -1.979
H  -3.654  2.716  -2.801
H  -2.372  0.059  -3.370
H  -1.710  1.706  -3.550
H  -2.083  1.715  -1.029
H  -0.016  0.890  -2.518
H  1.328  -0.126  -1.133
H  -1.120  -1.863  -0.769
H  -0.672  -1.320  -2.332
H  1.764  -2.278  -1.285
H  0.788  -2.935  -2.540
H  -0.079  -4.581  -1.265
H  -0.077  -3.626  0.232
H  2.059  -4.950  -0.981
H  2.803  -1.440  0.283
H  1.428  -2.219  1.099
H  -0.808  -1.672  1.227
H  -2.520  -0.421  0.272
H  -2.310  0.946  1.403
H  -3.306  -0.224  3.145
H  -4.229  -0.682  1.767
H  -3.025  -1.813  2.415
H  0.644  3.460  2.601
H  1.043  1.813  3.088
H  -0.617  2.356  3.104
H  2.370  1.864  0.053
H  1.969  3.522  0.597
H  1.423  2.895  -0.983
O  5.488  5.385  -0.049
V  4.116  5.001  -0.905
O  2.769  4.756  -1.878

This record from OMol25 describes C14H29ClO7SSi2 as an isolated structure in a non-equilibrium geometry. The level of theory is wB97M-V/def2-TZVPD.

Summary:
strongest force on any atom: 5.69 eV Å⁻¹
charge: 0
2S+1: 1
gap between HOMO and LUMO: 9.4 eV

Atoms and positions in Å:
C  -1.339  -0.245  1.103
C  -2.317  -0.649  -0.117
O  -3.530  -0.298  -0.120
O  -1.718  -1.377  -1.171
C  -2.382  -1.163  -2.445
C  -2.341  0.350  -2.986
C  -1.245  0.581  -4.151
C  0.103  1.319  -3.617
C  0.683  0.698  -2.255
Si  1.559  -0.992  -2.452
O  1.670  -1.708  -0.841
Si  3.305  -2.108  -0.450
C  3.783  -1.104  1.147
C  2.617  -0.126  1.648
C  2.724  1.323  0.982
O  3.716  1.697  0.305
O  1.620  2.226  1.197
C  3.653  -3.942  -0.059
C  2.564  -5.003  -0.532
O  2.639  -6.156  -0.024
Cl  1.254  -4.751  -1.767
H  -0.554  -1.082  1.196
H  -0.730  0.703  0.840
H  -1.900  -0.105  2.086
H  -1.795  -1.792  -3.217
H  -3.439  -1.614  -2.438
H  -2.165  1.140  -2.181
H  -3.368  0.555  -3.471
H  -1.732  1.309  -4.905
H  -0.999  -0.389  -4.727
H  0.928  1.224  -4.420
H  -0.069  2.449  -3.475
H  -0.113  0.593  -1.431
H  1.469  1.439  -1.835
H  2.871  -0.879  -3.106
H  0.686  -1.853  -3.277
H  4.194  -1.627  -1.504
H  4.781  -0.588  0.955
H  3.972  -1.850  2.012
H  2.708  -0.039  2.798
H  1.555  -0.510  1.449
H  1.533  2.679  0.319
H  3.817  -4.099  1.075
H  4.651  -4.261  -0.545
C  -3.770  2.083  3.543
S  -2.307  2.794  4.331
O  -1.875  1.852  5.407
C  -3.175  4.164  5.125
H  -3.472  1.179  3.011
H  -4.514  1.829  4.300
H  -4.185  2.799  2.833
H  -3.956  3.779  5.783
H  -3.610  4.811  4.362
H  -2.454  4.733  5.714

Number 1: E -726904.502 eV. Number 2: E -55231.744 eV. Number 3: E -77579.647 eV. Number 4: E -26126.510 eV. Number 5: E -46226.525 eV. Number 6: E -24786.739 eV. Number 7: E -92652.569 eV. Number 8: E -81794.884 eV. Number 9: E -68432.846 eV.